# 1
{"formula": "C5H6N2O", "method": "ωB97M-V with the def2-TZVPD basis set", "e_homo_ev": -9.00, "lumo_ev": 0.78, "de_lowest_ev": 1.998, "energy_ha": -378.7975, "orbital_gap_ev": 9.78, "largest_force_ev_per_a": 2.60, "species": ["O", "N", "N", "C", "C", "C", "C", "C", "H", "H", "H", "H", "H", "H"], "xyz": [[-2.60779, -0.85225, -0.27957], [1.79285, -0.81650, -0.51620], [0.62295, -1.50742, -0.29503], [-0.92746, 1.06377, -0.48456], [1.66260, 0.40987, -0.17779], [-0.23644, -0.69387, 0.54033], [0.27450, 0.70498, 0.39505], [-1.57092, -0.29346, -0.10653], [-0.72463, 1.03861, -1.56133], [2.45579, 1.16769, -0.23320], [-0.34947, -1.05015, 1.56777], [-1.60111, 1.85865, -0.23896], [0.32354, 1.36995, 1.25022], [0.88560, -2.39986, 0.13982]], "atomic_forces_ev_per_a": [[-0.1, 0.3, 0.1], [1.0, 1.1, -0.1], [0.2, -1.0, 0.4], [-1.0, -0.7, -1.3], [-0.7, 0.4, -0.2], [-1.3, -1.2, 1.9], [1.1, 1.0, -0.2], [1.2, -0.1, -0.6], [0.0, 0.3, 0.1], [-0.3, -0.7, -0.3], [0.1, -0.4, 0.0], [0.1, 0.9, 0.1], [0.0, -0.3, 0.4], [-0.4, 0.5, -0.5]]}

---

# 2
{"formula": "C5H6N2O", "method": "ωB97M-V with the def2-TZVPD basis set", "e_homo_ev": -7.07, "lumo_ev": 0.87, "de_lowest_ev": 4.631, "energy_ha": -378.7007, "orbital_gap_ev": 7.94, "largest_force_ev_per_a": 8.15, "species": ["O", "N", "N", "C", "C", "C", "C", "C", "H", "H", "H", "H", "H", "H"], "xyz": [[1.79948, -0.28347, 0.27198], [-0.36780, 0.02972, -0.35758], [-2.51020, -0.32061, -0.03065], [0.98572, 1.86628, -0.27325], [0.84302, 0.58389, 0.08395], [1.25020, -1.42026, 0.10098], [-0.13465, -1.28898, -0.27359], [-1.65375, 0.56805, 0.35606], [-1.67319, 1.63110, 0.89084], [-3.36839, 0.01485, 0.43322], [0.20474, 2.58769, -0.41349], [1.97702, -2.28671, 0.35298], [-1.01899, -1.92881, -0.68948], [1.88569, 2.43206, 0.00282]], "atomic_forces_ev_per_a": [[2.4, 2.8, 1.6], [-0.7, 3.4, 3.7], [-1.4, 3.4, 2.9], [2.4, 2.1, 2.1], [-1.9, 5.1, -3.6], [-4.0, -7.0, -1.1], [2.0, -4.7, -0.4], [1.6, -2.7, -3.3], [0.2, -2.6, -1.1], [-0.4, -0.6, -0.5], [-0.8, -0.5, -0.5], [-2.0, 1.3, -0.9], [2.5, 0.6, 1.3], [0.0, -0.6, -0.1]]}

---

# 3
{"formula": "C5H6N2O", "method": "ωB97M-V with the def2-TZVPD basis set", "e_homo_ev": -9.30, "lumo_ev": 0.33, "de_lowest_ev": 4.150, "energy_ha": -378.7184, "orbital_gap_ev": 9.62, "largest_force_ev_per_a": 8.54, "species": ["O", "N", "N", "C", "C", "C", "C", "C", "H", "H", "H", "H", "H", "H"], "xyz": [[-2.92753, 0.93254, 0.28407], [-1.39579, -0.92757, -0.45546], [1.07417, -1.01508, 0.10324], [0.20548, 0.98237, -0.53472], [-2.62316, -0.24320, 0.03375], [1.51422, 1.11683, 0.01513], [-0.05485, -0.42238, -0.24629], [2.10040, -0.16503, 0.21309], [2.50311, -0.57032, 1.37265], [-0.59499, 1.60399, -0.56362], [2.84015, -0.37022, -0.64834], [-3.58004, -1.02297, 0.43701], [-1.10063, -2.03185, -0.04872], [2.03947, 2.13290, 0.03820]], "atomic_forces_ev_per_a": [[2.4, -2.9, -1.7], [1.9, -3.4, 3.0], [-6.7, -5.1, -1.2], [4.8, -2.2, 3.8], [-2.5, -0.7, 2.9], [-2.1, 5.3, -2.4], [1.4, 1.8, -1.0], [3.4, -0.9, 2.3], [-0.3, 2.0, -3.3], [-1.7, 2.5, -0.8], [-0.4, 0.3, 1.6], [3.1, 1.3, -1.8], [-2.6, 3.6, -1.5], [-0.6, -1.7, 0.1]]}